(1)
27
Properties=species:S:1:pos:R:3:forces:R:3 method="wB97M-V/def2-TZVPD" homo_ha=-0.47276 homo_lumo_gap_ha=0.332 max_force_ev_per_a=4.664 smiles="CCN[C@H](C)C(=[NH2+])[C@H](C)O" e_tot_ha=-461.3772 charge=+1 relative_energy_ev=2.139
C 0.438 -0.555 0.100 0.24 -0.28 0.09
H 1.359 -0.321 0.667 0.23 -0.21 -0.37
H 1.645 1.251 -3.963 0.02 0.53 -0.11
H 1.283 2.383 -2.524 -1.08 -1.55 -1.76
O -0.611 1.804 2.752 -0.04 -0.66 -2.94
H 2.284 0.795 -1.287 0.63 0.20 -0.05
C 1.040 1.360 -3.066 3.51 1.61 2.62
H 2.100 -0.385 -2.644 1.10 -1.16 0.05
H -0.787 1.954 3.644 -0.54 0.06 2.46
H 0.207 -1.078 -1.804 -0.21 -0.07 -0.07
C 1.645 0.327 -2.012 -2.68 1.13 -0.70
C -0.475 0.432 0.794 0.71 1.39 0.58
C -0.641 0.442 2.368 0.25 0.16 -1.96
H 0.711 -2.652 -0.342 0.10 0.08 -0.48
H -1.444 2.224 0.449 0.70 -1.30 -0.18
H 0.036 1.198 -3.339 -1.28 -0.15 0.11
H 0.175 -0.095 2.851 0.19 -0.13 -0.25
H -0.884 1.338 -0.987 0.39 -0.44 0.90
H -1.773 -1.351 2.080 -0.19 0.15 -0.02
C -1.954 -0.340 2.455 2.45 -0.47 -0.21
H -2.581 0.191 1.834 -2.19 0.76 -1.01
H -1.024 -2.242 0.051 1.83 0.31 0.33
H 0.331 -2.344 1.239 0.00 -0.66 2.15
N -0.956 1.381 0.052 -0.84 0.77 0.90
N 0.512 -0.271 -1.287 -0.30 -0.22 -0.93
C 0.089 -2.029 0.283 -2.04 0.19 -1.08
H -2.262 -0.414 3.439 -0.96 -0.05 1.97

---

(2)
33
Properties=species:S:1:pos:R:3:forces:R:3 method="wB97M-V/def2-TZVPD" homo_ha="-0.31659 / -0.51275" homo_lumo_gap_ha="0.231 / 0.275" max_force_ev_per_a=5.330 e_tot_ha=-754.1547 charge=+1 s2=2.008 relative_energy_ev=0.000 spin_multiplicity=3
H -0.558 2.729 0.953 1.09 -0.34 -0.59
H -3.664 -1.153 1.408 1.70 0.43 -0.02
C 3.500 -0.870 -0.429 1.61 4.31 -2.70
C -1.817 -1.592 -1.370 0.74 0.76 0.51
H -2.384 -0.413 2.440 -0.14 0.68 0.22
H 3.349 -1.802 -0.833 -0.26 -2.13 -1.15
H -1.592 -2.630 -1.070 0.08 0.62 0.13
H -2.162 1.508 -1.800 -0.12 -0.17 0.79
H 0.058 1.698 -1.242 1.40 0.94 0.61
H -2.077 2.316 -0.207 0.23 -0.39 -0.06
C 0.537 2.501 0.776 -2.04 1.31 1.90
Si -1.797 -0.201 -0.039 1.73 -1.20 -0.36
H -2.083 -1.886 1.746 0.55 -1.26 -0.19
H 0.945 -2.160 1.681 -0.04 -0.21 -1.50
N 2.270 -0.152 -0.337 1.62 0.69 -0.14
H -3.539 1.529 -0.644 1.39 -0.59 -0.17
N 0.109 0.224 0.092 -3.14 3.64 -0.47
H 4.030 -0.969 0.478 0.42 0.07 1.38
C 2.147 1.188 -0.644 2.13 3.08 1.24
C -2.533 -0.956 1.521 -1.54 0.81 -0.41
H -2.883 -1.580 -1.521 -0.63 -0.11 -0.88
H 2.405 1.429 -1.633 0.25 -0.10 -1.95
H 0.154 -2.492 0.006 0.47 -0.22 0.88
H 4.162 -0.173 -1.177 -1.27 -2.08 1.81
C 1.021 -2.035 0.536 -0.82 -1.13 0.92
H 1.906 -2.571 0.163 -0.44 -0.01 0.47
H 0.757 2.008 1.776 0.69 0.87 -1.25
H 0.951 3.497 0.564 0.43 -0.43 0.54
H 2.965 1.915 -0.134 -1.70 -1.70 -0.29
C -2.402 1.399 -0.713 -2.02 1.08 -0.63
H -1.224 -1.329 -2.280 -0.78 -0.19 0.58
C 1.080 -0.650 0.120 1.89 -4.62 1.05
C 0.744 1.568 -0.348 -3.47 -2.44 -0.30

---

(3)
17
Properties=species:S:1:pos:R:3:forces:R:3 method="wB97M-V/def2-TZVPD" homo_ha=-0.33382 homo_lumo_gap_ha=0.371 max_force_ev_per_a=2.326 e_tot_ha=-343.1422 relative_energy_ev=1.611
C 1.323 -0.790 1.142 -0.11 -0.19 -0.03
C -2.608 0.887 -1.124 0.33 -1.93 -0.06
H -2.742 1.602 -0.315 0.41 -0.25 0.04
H -0.277 -1.951 0.265 0.05 -0.02 -0.04
C 0.359 -1.107 -0.002 -0.11 0.26 0.03
H 0.666 1.507 0.030 -0.02 -0.42 -0.13
H 0.929 -1.387 -0.893 -0.02 -0.10 0.01
N -0.268 1.298 -0.313 0.23 0.28 0.11
H 2.897 0.471 1.511 0.02 -0.03 -0.09
O -1.746 -0.318 -0.759 -1.65 1.54 -0.55
H 0.760 -0.380 1.986 0.01 -0.08 -0.04
H -2.180 1.357 -2.008 -0.03 0.03 0.23
H 1.791 -1.730 1.475 -0.12 0.12 -0.02
H -3.553 0.403 -1.349 -0.07 0.06 -0.13
C -0.534 0.062 -0.370 0.81 0.63 0.56
H 2.885 -0.140 -0.010 0.03 0.03 0.07
N 2.297 0.216 0.735 0.23 0.06 0.03